Molecular formula: C6H15N
Method: DFT, the ωB97M-V functional and the def2-TZVPD basis

Summary:
expectation value of S²: 0.7544
charge: +1
relative energy (zero: lowest compared OMol25 entry of this formula, charge and spin): 1.536 eV
HOMO-LUMO gap (spin up / spin down): 13.100 / 7.981 eV
multiplicity: 2

Structure (XYZ):
```
22
Properties=species:S:1:pos:R:3:mulliken_spin:R:1
C -1.87707 -0.88995 0.68881 0.033
C -2.56670 0.42556 1.09546 0.005
C -1.29815 -0.75455 -0.66993 -0.001
N -0.20260 0.17291 -0.92960 0.806
C 1.16809 -0.40529 -1.04486 0.017
C 2.19571 0.70445 -0.79389 0.011
C 2.50277 0.89077 0.67649 -0.002
H -1.15763 -1.23260 1.45023 -0.001
H -2.57391 -1.72947 0.69303 0.003
H -3.41576 0.61035 0.43276 0.001
H -2.87776 0.35234 2.17321 0.000
H -1.79459 1.22564 1.03915 -0.001
H -1.93282 -0.83729 -1.56777 0.046
H -0.84003 -1.75501 -0.85649 0.012
H -0.45944 0.99567 -0.38511 -0.027
H 1.21956 -0.91567 -2.03227 0.053
H 1.31501 -1.34801 -0.51267 0.048
H 3.01543 0.20535 -1.34377 -0.001
H 1.89951 1.61204 -1.31258 -0.004
H 2.87452 -0.09993 0.92124 0.001
H 1.59361 1.13994 1.27358 0.000
H 3.21225 1.63276 1.00498 0.000
```

***

Molecular formula: C6H15N2
Method: DFT, the ωB97M-V functional and the def2-TZVPD basis

Summary:
expectation value of S²: 0.7548
relative energy (zero: lowest compared OMol25 entry of this formula, charge and spin): 2.799 eV
HOMO-LUMO gap (spin up / spin down): 9.495 / 8.829 eV
multiplicity: 2

Structure (XYZ):
```
23
Properties=species:S:1:pos:R:3:mulliken_spin:R:1
N -1.46142 1.59071 2.90686 0.012
C -0.61293 0.11286 0.28802 0.832
C 0.66054 1.03042 0.10019 0.006
C 0.66905 1.70913 -1.24982 0.021
C 0.85219 3.04168 -1.44627 0.027
C -0.25384 -1.38542 0.32941 0.029
N 0.23268 -1.96215 -1.15620 0.083
C 0.47326 -3.36207 -1.02063 0.009
H -1.29296 0.96590 3.66572 -0.003
H -1.27000 1.31326 1.97779 -0.020
H -1.87422 2.41496 3.32969 0.000
H -1.47758 0.44586 -0.28771 -0.019
H 0.80828 1.86546 0.76197 0.009
H 1.55179 0.37943 0.28081 -0.005
H 0.58721 1.03351 -2.18611 -0.004
H 0.97684 3.46764 -2.45648 0.000
H 0.72140 3.83251 -0.65137 0.001
H -0.96775 -1.96536 0.77888 0.014
H 0.69108 -1.44062 0.85991 0.010
H -0.71236 -1.76763 -1.61227 -0.008
H -0.23195 -4.02676 -0.48847 -0.002
H 1.53637 -3.49409 -0.67492 0.000
H 0.39431 -3.79923 -2.04899 0.005
```

***

Molecular formula: C6H15N2
Method: DFT, the ωB97M-V functional and the def2-TZVPD basis

Summary:
charge: +1
relative energy (zero: lowest compared OMol25 entry of this formula, charge and spin): 6.059 eV
HOMO-LUMO gap: 6.101 eV

Structure (XYZ):
```
23
Properties=species:S:1:pos:R:3:mulliken_charge:R:1
C -2.60794 -0.78680 -0.21500 -1.181
C -1.70959 0.19750 0.57569 -0.085
C -1.14781 1.38550 -0.24374 -0.492
C -0.22009 0.97105 -1.36911 -0.767
C 0.90474 0.06235 -0.84346 -0.445
N 1.31604 0.49475 0.45791 0.000
C 2.53836 -0.11956 0.84552 -0.436
N 2.31081 -1.59932 1.11910 -0.490
H -2.97077 -1.54968 0.44892 0.384
H -3.41948 -0.23164 -0.70634 0.319
H -2.07237 -1.27150 -1.03665 0.288
H -2.29082 0.56733 1.48394 0.349
H -0.77427 -0.33770 0.95969 0.021
H -0.45543 1.98149 0.48983 0.279
H -1.97025 2.08728 -0.62094 0.357
H -0.76970 0.50311 -2.21162 0.341
H 0.23737 1.89398 -1.79305 0.361
H 1.71470 0.09989 -1.61199 0.492
H 0.51341 -0.99293 -0.82201 0.403
H 3.27295 -0.01194 0.08299 0.405
H 2.86369 0.33674 1.76592 0.374
H 1.55917 -1.66142 1.85278 0.263
H 3.17727 -2.01849 1.39160 0.262
```

***

Molecular formula: C6H15N2OP
Method: DFT, the ωB97M-V functional and the def2-TZVPD basis

Summary:
relative energy (zero: lowest compared OMol25 entry of this formula, charge and spin): 2.716 eV
HOMO-LUMO gap (spin up / spin down): 9.046 / 6.841 eV

Structure (XYZ):
```
25
Properties=species:S:1:pos:R:3:mulliken_charge:R:1
C 2.42341 0.00570 -0.18452 -0.604
C 1.65561 -0.40996 -1.43668 -0.726
C 1.84198 -0.67965 1.04973 -0.741
C 0.17727 -0.04887 -1.28926 -0.900
C 0.36010 -0.33495 1.19181 -0.772
C -0.37689 -0.75003 -0.06619 0.468
N -3.09730 -1.09584 1.16879 -0.746
N -1.47739 3.33219 0.07020 -0.451
O -2.76653 -0.79046 -1.28569 -0.521
P -2.19304 -0.33287 0.13825 0.470
H 3.47791 -0.25513 -0.28816 0.306
H 2.35045 1.08771 -0.06323 0.314
H 2.06892 0.08734 -2.31418 0.343
H 1.75452 -1.48957 -1.58271 0.339
H 1.95235 -1.76296 0.95417 0.344
H 2.37971 -0.36533 1.94607 0.328
H 0.06620 1.02983 -1.16070 0.246
H -0.37866 -0.34195 -2.17970 0.415
H -0.06131 -0.83561 2.06817 0.392
H 0.24631 0.74444 1.32423 0.220
H -0.37350 -1.83954 -0.19013 0.251
H -2.87754 -0.92743 2.13598 0.248
H -2.43427 3.66768 0.16125 0.226
H -1.05831 3.42925 0.99325 0.217
H -3.66002 -1.12399 -1.16076 0.336
```

***

Molecular formula: C6H15N2OS
Method: DFT, the ωB97M-V functional and the def2-TZVPD basis

Summary:
charge: +1
relative energy (zero: lowest compared OMol25 entry of this formula, charge and spin): 0.811 eV
HOMO-LUMO gap: 9.696 eV

Structure (XYZ):
```
25
Properties=species:S:1:pos:R:3:mulliken_charge:R:1
C -2.25156 0.77961 2.49447 -0.714
C -2.79998 0.10239 1.50878 -0.276
C -2.22106 -0.43745 0.19448 -0.346
C 1.47805 -0.67368 -0.42710 -0.365
C 2.04484 0.05314 0.86732 -0.857
C 0.04133 -0.72311 -0.68916 0.486
N 1.56735 1.17278 -2.67764 -0.799
N -0.82696 -0.63555 0.27650 0.044
O 1.52467 -0.56895 2.05919 -0.601
S -0.65785 -1.08297 -2.30079 -0.062
H -2.92574 1.17757 3.33272 0.247
H -1.17847 0.81960 2.60157 0.225
H -3.95169 0.17927 1.54051 0.220
H -2.53135 0.20808 -0.72993 0.374
H -2.87054 -1.36018 -0.14064 0.347
H 1.81813 -1.69877 -0.59036 0.389
H 1.77845 -0.19039 -1.40423 0.359
H 1.71708 1.08188 1.02396 0.298
H 3.11653 0.09579 0.79379 0.460
H 1.94978 1.13740 -3.64342 0.233
H 0.61298 1.52749 -2.76007 0.287
H -0.33622 -0.52262 1.16164 0.218
H 2.07688 1.83973 -2.00584 0.265
H 2.30791 -1.22568 2.37037 0.371
H 0.51746 -1.05539 -2.85608 0.198
```

***

The calculation returns the following strongest force on any atom values, one per record and in order: 5.03, 5.38, 2.99, 1.08, 4.50 eV Å⁻¹.